3 unconnected molecules or ions with the total composition C2H12N2O2 at a distorted geometry. Source: OMol25; level of theory: ωB97M-V/def2-TZVPD.

Geometry as XYZ:
```
18
C2H12N2O2 ωB97M-V/def2-TZVPD
N -0.620 1.855 -0.234
C -1.273 0.520 -0.330
C -0.387 -0.580 -0.913
N 0.797 -0.900 -0.130
H 0.064 1.821 -0.968
H -0.054 1.904 0.596
H -2.213 0.699 -0.845
H -1.531 0.084 0.647
H -1.065 -1.430 -1.035
H -0.003 -0.273 -1.898
H 0.652 -1.839 0.249
H 0.785 -0.427 0.767
H 1.632 4.405 1.894
H 2.608 3.307 1.920
O 1.695 3.477 1.711
H -1.306 -4.674 -0.327
H 0.050 -4.812 -0.884
O -0.506 -4.132 -0.463
```

Summary:
Net charge: -1
HOMO energy (spin up / spin down) (Ha): 0.042 / -0.226
Multiplicity: 2
Electronic energy (Ha): -343.31648

Table of Mulliken atomic charges, one value per atom, all in e: -0.639, -0.648, -1.075, -0.860, 0.274, 0.278, 0.431, 0.352, 0.529, 0.341, 0.404, 0.238, 0.336, 0.345, -0.726, 0.693, 0.701, -1.975

---

4 unconnected molecules or ions with the total composition C2H12N2O3 at a distorted geometry. Source: OMol25; level of theory: ωB97M-V/def2-TZVPD.

Geometry as XYZ:
```
19
C2H12N2O3 ωB97M-V/def2-TZVPD
C 0.595 -2.288 -1.479
N -0.098 -1.459 -0.488
C -0.639 -1.899 0.631
N -1.111 -1.046 1.481
H -0.084 -3.066 -1.808
H 1.686 -2.605 -1.286
H 0.568 -1.735 -2.463
H -0.092 -0.477 -0.588
H -0.855 -2.942 0.623
H -1.738 -1.481 2.182
H 1.634 2.790 0.075
H 0.716 1.892 0.860
O 0.738 2.820 0.460
H -1.079 3.569 -2.464
H -0.493 2.705 -1.415
O -0.767 2.628 -2.318
H -0.132 0.264 2.303
H 0.694 1.278 3.274
O 0.458 1.053 2.420
```

Summary:
Net charge: -1
HOMO energy (spin up / spin down) (Ha): 0.043 / -0.206
Multiplicity: 2
Electronic energy (Ha): -418.56194

Table of Mulliken atomic charges, one value per atom, all in e: -3.307, 1.791, -1.493, -0.583, 1.066, 0.918, 0.297, -0.309, 0.469, 0.241, 0.442, 0.379, -0.922, 0.344, 0.351, -0.690, 0.503, 0.302, -0.799

---

2 unconnected molecules or ions with the total composition C2H12N4 at a distorted geometry. Source: OMol25; level of theory: ωB97M-V/def2-TZVPD.

Geometry as XYZ:
```
18
C2H12N4 ωB97M-V/def2-TZVPD
N -1.200 -0.686 0.060
C -2.432 -0.342 -0.615
N -2.370 -0.584 -2.063
H -0.432 -0.092 -0.197
H -1.318 -0.892 1.035
H -2.726 0.706 -0.485
H -3.220 -0.985 -0.214
H -2.054 0.263 -2.520
H -1.668 -1.284 -2.271
N 2.646 -0.469 0.487
C 2.206 0.893 0.524
N 1.053 1.077 1.424
H 3.125 -0.785 1.320
H 1.855 -1.077 0.315
H 1.835 1.141 -0.477
H 2.997 1.593 0.780
H 0.594 1.976 1.425
H 1.288 0.818 2.373
```

Summary:
HOMO energy (Ha): -0.318
Multiplicity: 1
Electronic energy (Ha): -302.39543
SMILES: NCN.NCN

Table of Mulliken atomic charges, one value per atom, all in e: -0.474, -0.304, -0.617, 0.150, 0.190, 0.267, 0.296, 0.213, 0.261, -0.550, -0.443, -0.512, 0.211, 0.278, 0.330, 0.341, 0.170, 0.194

---

3 unconnected molecules or ions with the total composition C2H12N4 at a distorted geometry. Source: OMol25; level of theory: ωB97M-V/def2-TZVPD.

Geometry as XYZ:
```
18
C2H12N4 ωB97M-V/def2-TZVPD
C -1.784 1.617 0.741
N -1.211 2.186 -0.221
H -2.856 1.478 0.867
H -1.166 1.282 1.558
H -1.833 2.499 -0.976
C 1.614 0.454 -0.141
N 1.142 -0.863 -0.544
N 1.993 -1.940 -0.176
H 1.723 0.462 0.944
H 0.860 1.190 -0.416
H 2.580 0.720 -0.591
H 1.044 -0.896 -1.557
H 1.905 -2.078 0.829
H 2.977 -1.730 -0.375
N -1.827 -0.848 0.114
H -2.280 -1.060 -0.770
H -0.820 -0.880 -0.045
H -2.061 -1.593 0.759
```

Summary:
HOMO energy (Ha): -0.333
Multiplicity: 1
Electronic energy (Ha): -302.33992
SMILES: C=N.CNN.N

Table of Mulliken atomic charges, one value per atom, all in e: -0.300, -0.483, 0.265, 0.279, 0.191, -0.848, -0.265, -0.668, 0.264, 0.307, 0.361, 0.228, 0.242, 0.245, -0.653, 0.225, 0.378, 0.232

---

2 unconnected molecules or ions with the total composition C2H12N4Si at a distorted geometry. Source: OMol25; level of theory: ωB97M-V/def2-TZVPD.

Geometry as XYZ:
```
19
C2H12N4Si ωB97M-V/def2-TZVPD
C -0.224 -1.357 2.921
C 0.842 -1.651 -0.110
N 0.298 1.659 -2.904
N -2.019 0.732 -0.140
N 1.008 1.676 -1.678
N -1.567 0.066 0.907
Si -0.038 -0.601 1.171
H 0.140 -2.362 2.936
H 0.506 -0.784 3.489
H -1.202 -1.072 3.333
H 0.669 -1.326 -1.105
H 1.909 -1.723 -0.149
H 0.518 -2.656 0.135
H -0.697 1.768 -2.719
H 0.547 2.526 -3.507
H -1.622 0.516 -1.042
H 1.067 2.607 -1.263
H 2.022 1.455 -1.914
H -2.157 0.526 1.638
```

Summary:
HOMO energy (spin up / spin down) (Ha): -0.270 / -0.229
Multiplicity: 1
Electronic energy (Ha): -591.75419

Table of Mulliken atomic charges, one value per atom, all in e: -0.952, -1.001, -0.535, -0.953, -0.365, 0.364, 0.092, 0.310, 0.310, 0.258, 0.330, 0.354, 0.335, 0.223, 0.240, 0.218, 0.222, 0.253, 0.298

---

3 unconnected molecules or ions with the total composition C2H12NO2S at a distorted geometry. Source: OMol25; level of theory: ωB97M-V/def2-TZVPD.

Geometry as XYZ:
```
18
C2H12NO2S ωB97M-V/def2-TZVPD
C -0.532 -0.588 1.324
C -0.083 -1.975 0.831
S 1.683 -2.276 1.574
N 0.082 0.329 0.439
H -1.653 -0.620 1.276
H -0.256 -0.649 2.380
H -0.799 -2.681 1.321
H 0.089 -2.258 -0.221
H 2.200 -1.448 0.615
H 1.109 0.340 0.584
H -0.157 0.151 -0.562
H -0.223 1.330 0.563
H -0.167 -0.415 -2.486
H -1.629 -0.210 -2.714
O -0.931 -0.109 -2.000
H 0.314 3.681 -1.701
H 0.653 4.037 -0.362
O 0.298 3.362 -0.861
```

Summary:
Net charge: +1
HOMO energy (Ha): -0.480
Multiplicity: 1
Electronic energy (Ha): -686.54653

Table of Mulliken atomic charges, one value per atom, all in e: -0.413, -0.765, -0.104, -0.049, 0.328, 0.349, 0.356, 0.301, 0.104, 0.354, 0.160, 0.422, 0.314, 0.327, -0.696, 0.288, 0.289, -0.565